Record 1
61
Properties=species:S:1:pos:R:3:nbo_charge:R:1 method="wB97M-V/def2-TZVPD" relative_energy_kcal_mol=14.0 e_tot_ha=-2879.4455 multiplicity=6 e_lumo_ha="-0.210 / -0.331" fmax_ev_per_a=2.3 homo_energy_ha="-0.4450 / -0.5295" homo_lumo_gap_ev="6.39 / 5.39" total_charge=+2
C 2.418 0.194 3.316 -0.24
H -4.059 1.447 -5.038 0.24
F 2.429 -2.464 -1.381 -0.32
H 8.266 0.282 -2.393 0.25
C -5.600 0.161 -4.272 -0.17
H -1.205 -0.012 2.128 0.22
H 3.446 0.270 3.641 0.22
C -3.446 0.452 -3.247 -0.24
H -5.568 1.368 3.377 0.24
H -4.491 2.858 1.722 0.24
F 1.423 -4.105 -0.388 -0.27
C 6.722 0.137 0.622 -0.25
C -3.842 -0.424 -2.250 -0.18
O -1.546 0.122 -1.156 -0.94
H 6.946 0.041 1.678 0.24
H 4.663 0.190 2.092 0.43
C -0.185 0.044 2.495 0.05
C 1.643 -2.809 -0.345 0.91
N 0.782 0.086 1.579 -0.52
C 1.419 0.146 4.251 -0.13
H -0.553 2.639 -0.256 0.18
F 0.829 2.461 -1.708 -0.30
C -5.013 0.942 2.552 -0.16
H -6.957 -1.177 -3.280 0.24
H -3.221 1.888 -0.171 0.22
N 2.570 0.200 -0.419 -0.80
C -4.913 -0.437 2.428 -0.19
C 7.455 0.283 -1.679 -0.17
H 1.661 0.180 5.304 0.25
F 1.315 2.655 0.418 -0.31
H -2.458 0.892 -3.227 0.23
Ir 0.476 0.084 -0.669 1.25
C -4.401 1.784 1.630 -0.21
N 4.379 0.238 1.126 -0.50
F -0.277 -2.475 -1.564 -0.30
H 8.760 0.099 0.029 0.25
S -2.722 -0.848 -0.928 1.28
C -4.190 -0.987 1.378 -0.20
C 2.095 0.160 1.936 0.17
C -4.344 0.751 -4.260 -0.19
C 0.419 2.174 -0.443 0.42
H -5.367 -1.729 -1.468 0.23
H -0.729 0.033 4.559 0.25
C 5.115 0.366 -1.175 -0.30
C -3.597 -0.131 0.466 -0.29
C 3.030 0.206 0.885 0.29
C 5.388 0.236 0.207 0.28
C 7.734 0.165 -0.305 -0.11
C -5.976 -0.724 -3.268 -0.17
C -3.685 1.250 0.571 -0.16
H -5.395 -1.086 3.146 0.24
C 0.079 0.066 3.845 -0.24
H 5.934 0.494 -3.164 0.25
H -6.285 0.379 -5.080 0.24
C 0.325 -2.018 -0.441 0.44
F 2.280 -2.513 0.795 -0.31
C -5.091 -1.030 -2.249 -0.24
S 3.500 0.570 -1.726 0.88
F -0.451 -2.354 0.606 -0.31
H -4.091 -2.062 1.278 0.24
C 6.158 0.392 -2.110 -0.18


Record 2
13
Properties=species:S:1:pos:R:3:nbo_charge:R:1 method="wB97M-V/def2-TZVPD" relative_energy_kcal_mol=23.5 e_tot_ha=-211.6336 smiles="C=[NH+]C(=C)C" e_lumo_ha=-0.218 fmax_ev_per_a=5.0 homo_energy_ha=-0.5325 homo_lumo_gap_ev=8.55 total_charge=+1
N 0.690 0.019 -0.859 -0.40
C 0.570 -1.076 -1.549 0.12
H 1.371 0.834 -1.029 0.48
C -0.093 0.319 0.265 0.09
H 0.628 -1.153 1.680 0.25
H -1.027 2.022 1.114 0.23
C -0.293 -0.653 1.368 -0.68
H -0.403 2.385 -0.562 0.23
H 1.189 -1.142 -2.421 0.22
C -0.488 1.655 0.261 -0.30
H -1.076 -1.402 1.158 0.25
H -0.285 -1.669 -1.660 0.24
H -0.783 -0.140 2.234 0.27


Record 3
135
Properties=species:S:1:pos:R:3:mulliken_charge:R:1 method="wB97M-V/def2-TZVPD" e_tot_ha=-6632.3426 e_lumo_ha=-0.049 fmax_ev_per_a=2.1 homo_energy_ha=-0.2904 homo_lumo_gap_ev=6.57
C -1.601 3.335 -0.892 -0.67
H 6.465 -2.044 3.193 0.32
H -2.105 2.013 2.862 0.13
H -9.110 -1.695 2.527 0.26
H 3.080 -5.519 1.301 0.20
H -5.243 -1.347 1.159 0.03
H 2.409 5.965 -1.995 0.27
H -3.973 -3.155 0.808 0.10
N -2.349 -1.360 -0.452 -0.25
H -4.642 2.675 5.122 0.30
H 4.670 -1.653 -0.437 0.41
H 0.847 0.589 1.290 -0.66
H 10.409 1.815 -3.703 0.23
O -7.505 -1.727 -4.539 -0.28
C -1.160 1.789 2.360 -1.05
H -1.885 0.167 1.248 -0.82
P -4.773 -2.201 0.151 0.53
H 3.168 -2.490 -0.633 0.36
H 9.689 -0.501 -8.304 0.25
O 1.639 6.456 -1.691 -0.40
C 0.541 0.675 -2.645 1.33
C -0.228 3.565 0.842 -0.44
C -0.077 -0.670 -0.705 1.02
C -7.818 1.497 0.284 -0.02
H 7.941 0.587 4.286 0.27
C 0.921 -0.014 -1.421 0.17
C -0.489 4.074 -0.410 -0.92
H -4.671 0.867 2.950 0.16
H -4.931 3.118 3.427 0.31
H 10.922 0.800 -6.825 0.27
C 2.728 -5.855 2.273 -0.52
H -2.786 1.737 0.048 0.72
O 3.717 4.617 -3.225 -0.39
C -7.789 -5.599 -1.557 -0.46
H 5.651 4.207 -3.869 0.21
H 8.789 2.532 -3.848 0.21
H 8.087 0.892 -2.370 0.17
C -0.768 0.648 -3.063 -0.05
H 2.736 2.191 -2.941 -0.14
H 5.449 5.750 -2.998 0.30
H 0.689 -0.583 2.605 0.40
C 0.203 -1.356 0.625 -1.54
C 3.949 -1.964 -1.184 -1.49
O 1.386 -2.058 4.167 -0.44
H -8.508 -3.305 2.080 0.32
H 2.336 -0.695 -0.007 0.14
C 3.370 -0.714 -1.873 0.02
H 2.073 -2.246 4.813 0.26
H 8.805 -1.076 -6.876 0.21
H 2.923 -1.047 -2.798 0.38
H 1.231 8.132 -0.606 0.24
H -5.508 -3.152 3.174 0.28
H -0.401 -2.842 3.573 0.17
C 0.379 -3.055 4.301 -0.39
H -7.014 -5.869 -2.278 0.24
H -7.573 0.442 0.417 -0.19
P 1.750 1.566 -3.717 0.88
C 9.343 1.604 -3.673 -0.39
C 2.341 -0.064 -0.872 -1.86
H -6.955 -1.948 4.501 0.28
H -7.097 -2.223 0.583 0.32
O -5.631 -1.428 -3.542 -0.21
O -4.311 1.165 3.791 -0.36
I 2.945 1.834 -0.036 0.15
C -1.149 0.300 2.034 0.49
H 3.207 -5.507 4.129 0.28
N -3.069 0.037 -2.800 -0.54
C 2.101 7.577 -0.946 -0.63
C -3.938 -0.589 -2.052 0.39
H 0.045 4.866 -0.904 0.72
H 7.035 1.500 6.220 0.27
C 4.985 5.058 -3.705 -0.61
H 1.672 -5.595 2.379 0.23
H -8.678 -6.195 -1.754 0.27
H 5.172 -0.835 3.395 0.29
C -1.793 -0.017 -2.339 0.62
H -5.510 -1.341 5.340 0.27
H -8.885 1.653 0.461 0.33
H -0.368 2.073 3.046 0.38
H -7.577 1.803 -0.732 0.21
C -8.688 -2.290 1.720 -0.86
H 4.388 -2.841 2.517 0.16
H -6.104 2.093 4.301 0.24
N -6.735 -0.898 -4.304 0.03
H -2.047 3.478 -1.861 0.58
H -7.271 2.017 2.077 0.26
O -7.466 -1.677 1.307 -0.28
H 9.104 0.884 -4.450 0.18
O 9.030 1.077 -2.382 -0.51
H 2.053 -0.402 -4.577 0.27
O 4.842 -2.252 1.906 -0.37
C 0.246 -0.228 1.677 0.74
C -5.896 -1.701 4.390 -0.18
C 5.726 -1.430 2.671 -0.71
H 0.518 3.796 1.583 0.56
H 6.938 2.610 4.828 0.26
C 9.764 -0.709 -7.233 -0.52
H -6.082 -0.612 -1.661 0.09
C -3.580 -1.305 -0.888 -0.05
H -5.510 0.497 -2.886 0.48
H -9.398 -2.323 0.891 0.32
H -0.534 -2.110 0.873 0.66
H -6.568 -5.313 -0.089 0.31
H 4.404 -2.640 -1.901 0.39
O 6.983 0.585 4.352 -0.44
H -1.549 -0.218 2.908 0.63
O 3.516 -5.207 3.270 -0.48
H 1.127 2.594 -4.435 0.06
O -7.349 -5.858 -0.229 -0.55
H -0.057 -3.035 5.303 0.34
H 0.788 -4.048 4.104 0.08
O 10.074 0.478 -6.507 -0.47
C -1.421 -0.686 -1.173 -0.82
O -7.045 2.293 1.185 -0.50
H 10.524 -1.476 -7.065 0.26
H 5.524 1.648 5.301 0.19
H 2.840 -6.940 2.339 0.30
H -8.037 -4.541 -1.671 0.17
C -5.379 -0.514 -2.487 -0.51
N 2.414 0.533 -4.709 -0.75
Br -1.329 1.486 -4.680 -0.10
C 6.609 1.646 5.225 -0.53
O -5.851 -2.918 -0.590 -0.63
C -5.041 2.327 4.173 -0.67
H -5.779 -0.922 3.638 -0.08
H 6.238 -0.764 1.982 0.29
C -1.971 2.438 0.070 -0.96
H 3.854 4.162 -2.391 0.20
O -5.148 -2.857 4.015 -0.54
H 2.719 8.229 -1.569 0.28
N -1.121 2.572 1.135 0.53
H 2.679 7.254 -0.075 0.25
I 5.103 0.522 -2.287 0.18
H 1.170 -1.847 0.590 0.05
H 4.823 5.570 -4.649 0.25


Record 4
12
Properties=species:S:1:pos:R:3:nbo_charge:R:1 method="wB97M-V/def2-TZVPD" relative_energy_kcal_mol=112.5 e_tot_ha=-302.5137 e_lumo_ha="0.018 / -0.039" fmax_ev_per_a=4.2 homo_energy_ha="-0.3165 / -0.2792" homo_lumo_gap_ev="9.10 / 6.52"
C -0.169 -0.226 -0.397 -0.14
H 0.136 0.572 -1.126 0.26
C 0.830 -0.790 0.348 0.50
H 2.790 1.372 -0.812 0.31
H -2.210 0.157 -0.009 0.24
N 1.884 0.986 -0.650 -0.44
H -1.921 -1.204 -1.239 0.23
C -1.517 -0.722 -0.182 -0.67
H 3.024 -0.330 0.178 0.39
O 0.912 -1.669 1.158 -0.59
N 2.030 -0.043 0.060 -0.34
H -1.608 -1.513 0.551 0.24


Record 5
107
Properties=species:S:1:pos:R:3:mulliken_charge:R:1 method="wB97M-V/def2-TZVPD" relative_energy_kcal_mol=29.1 e_tot_ha=-4050.5967 multiplicity=4 e_lumo_ha="0.092 / 0.092" fmax_ev_per_a=5.2 homo_energy_ha="-0.1326 / -0.1749" homo_lumo_gap_ev="6.10 / 7.26" total_charge=-1
H -5.129 -3.302 -1.791 0.30
N 1.364 5.209 -3.552 -0.64
C 0.427 1.908 3.204 -1.66
H -5.745 4.003 -1.870 0.47
H -0.467 2.085 3.799 0.63
F 0.672 -3.260 -1.718 -0.36
C 2.211 -1.338 1.014 0.29
C -1.569 -0.081 2.866 0.12
C 1.432 -1.020 2.145 1.08
H 6.594 0.517 1.779 0.40
C 0.672 -1.939 -1.295 -0.44
C 5.276 2.134 2.321 -0.73
C -2.990 -0.151 4.828 -0.99
C -3.785 1.094 -0.367 0.65
H 5.056 -0.546 0.168 0.42
C 1.520 -1.858 3.250 -0.67
C -2.865 -2.771 1.078 -0.47
H 2.172 2.564 0.862 -0.55
O -0.335 1.929 -0.688 -0.43
C -3.539 1.396 -1.846 -0.27
F -0.149 -1.319 -2.261 -0.38
H 6.234 1.634 0.457 0.38
H -4.453 -1.571 0.214 0.87
C 3.312 -1.956 -2.577 -1.10
C 4.672 0.193 0.872 -0.81
V -0.240 0.234 -0.318 -0.47
C 4.350 -1.941 -3.707 -1.01
H -2.625 2.586 0.658 -0.15
H -4.222 2.327 1.358 0.42
H 3.637 -4.219 2.089 0.40
C 4.110 -0.790 -4.701 -0.76
H -1.864 -2.496 1.411 -0.36
H 0.928 -1.628 4.127 0.24
C 2.981 -2.491 1.010 0.14
H 2.619 0.693 -5.171 0.60
H -4.968 -4.235 0.331 0.29
P -2.503 -0.107 0.257 1.27
C 0.271 3.843 -1.698 0.64
H 2.652 1.464 2.168 -0.27
H -3.716 -4.154 -2.399 0.46
C -2.839 -4.199 0.530 -0.86
H -3.372 0.482 -2.424 0.29
H -0.859 -0.187 4.882 0.35
H -2.628 1.996 -1.924 -0.21
C -3.980 -0.036 2.654 -0.12
P 2.146 -0.187 -0.423 1.20
C 2.757 -0.126 -4.463 -1.14
H 4.222 -0.255 -1.719 0.85
C -4.096 -4.463 -0.291 -0.79
H -3.532 -1.584 -2.114 0.01
C 3.035 -3.320 2.118 -1.24
H 3.760 3.672 2.421 0.46
C -4.119 -0.068 4.029 -0.82
C -2.715 -0.038 2.071 -1.36
C -5.309 3.136 -1.369 -0.88
H -6.111 2.653 -0.800 0.30
F -0.200 -2.017 -0.193 -0.55
H -5.520 1.445 -2.705 0.33
C -3.386 -1.762 0.037 0.49
H 3.619 -2.685 -1.828 0.19
C 2.319 -2.990 3.255 -0.87
H -1.956 -4.354 -0.093 0.20
H -3.398 4.034 -0.983 0.14
C 0.901 4.563 -2.715 -0.07
C -3.678 2.408 0.415 -0.40
Si 0.108 0.390 2.022 1.74
H -4.785 0.651 -0.259 0.83
H 1.593 0.627 -2.830 -0.29
H -4.438 2.698 -3.310 0.42
H 3.171 1.373 -2.974 0.33
H -5.103 -0.026 4.479 0.42
H -2.196 -2.578 -1.551 -0.10
H 4.320 -2.903 -4.224 0.53
H 3.870 1.548 -0.605 1.03
H 2.355 -2.284 -2.974 0.31
H 2.371 -3.616 4.134 0.36
H 4.155 -1.164 -5.728 0.44
H 1.263 1.767 3.890 0.37
H -2.771 -4.896 1.366 0.55
C -4.101 -3.585 -1.551 -0.94
C -4.211 3.589 -0.409 -0.67
H -4.865 0.006 2.030 0.34
C 4.135 2.938 1.702 -1.13
C -1.735 -0.154 4.246 0.03
H -4.169 -5.516 -0.567 0.47
H 0.613 2.809 2.621 0.40
H 4.317 -0.352 1.749 0.12
C 3.202 -0.559 -1.975 0.42
H 5.350 -1.844 -3.271 0.33
N -1.109 5.183 -0.017 -0.71
H 4.897 1.605 3.203 0.27
C -3.241 -2.328 -1.372 -0.40
H 4.507 3.488 0.831 0.36
N 0.392 2.507 -1.619 -0.26
H -3.508 -2.732 1.961 0.47
H -3.091 -0.187 5.907 0.39
C 3.009 1.996 1.282 0.56
H 3.557 -2.747 0.133 0.14
C 2.644 0.418 -3.038 -0.36
H -4.591 4.361 0.260 0.46
C 5.802 1.113 1.318 -1.08
H 4.900 -0.042 -4.597 0.32
H 6.081 2.797 2.648 0.46
H 1.963 -0.849 -4.652 0.27
C 3.507 0.983 0.266 -0.53
C -0.484 4.598 -0.791 0.22
C -4.741 2.158 -2.411 -0.89


Record 6
127
Properties=species:S:1:pos:R:3:mulliken_charge:R:1 method="wB97M-V/def2-TZVPD" e_tot_ha=-3982.2905 multiplicity=2 e_lumo_ha="-0.076 / -0.304" fmax_ev_per_a=6.2 homo_energy_ha="-0.4336 / -0.4336" homo_lumo_gap_ev="9.73 / 3.54" total_charge=+1
O 0.061 -8.234 -17.632 -0.38
C 0.162 2.913 -23.886 -0.33
H 8.693 -2.881 -22.355 0.33
H 11.046 -2.628 -23.239 0.31
H 1.249 2.980 -23.916 0.30
P 0.161 0.358 -23.603 0.09
H 2.110 4.034 -16.318 0.33
C 2.139 -0.975 -24.814 -0.17
H 3.075 -1.375 -18.577 0.43
C 2.248 -2.387 -24.633 -0.78
H 0.655 -5.377 -20.505 0.15
H 3.999 -1.921 -15.287 0.23
H -0.244 3.520 -15.814 0.44
H -0.138 3.598 -24.680 0.34
H 2.204 0.505 -20.121 0.09
C -0.294 -5.237 -22.554 -1.28
H 5.453 -1.881 -14.479 0.47
C 2.025 -1.268 -18.846 -0.06
O 2.590 2.044 -16.225 -0.21
C 3.689 3.479 -20.463 -1.16
H 12.833 -4.968 -20.453 0.50
C 8.473 -4.870 -18.924 0.18
C 4.962 0.010 -15.536 -0.40
O 4.497 0.528 -16.767 0.09
H 1.607 -5.978 -21.862 0.30
C 5.854 -2.057 -21.150 -0.68
H -1.493 3.210 -22.437 0.32
H 4.953 -3.981 -20.814 0.33
H 4.647 -6.522 -14.621 0.30
H 8.265 -4.935 -19.991 0.39
H 1.428 -1.534 -17.974 0.16
H 12.001 -6.649 -18.541 0.29
O 9.993 -3.370 -21.135 -0.19
H 5.985 0.365 -15.409 0.25
H 11.899 -7.316 -20.295 0.40
O 8.955 -3.596 -18.735 -0.25
C -1.708 -1.390 -22.551 0.74
O 11.363 -4.213 -19.169 -0.34
C 0.443 -8.093 -18.944 -0.73
H 5.005 -5.270 -13.510 0.31
C 11.846 -5.234 -20.073 -0.16
H 1.346 2.936 -17.541 0.15
C 1.647 3.064 -16.501 0.14
H 6.815 -2.549 -20.998 -0.22
H 10.105 -1.230 -23.673 0.41
O -0.176 1.716 -24.410 -0.38
H 11.308 -1.062 -22.499 0.32
H 5.927 -1.215 -21.838 0.43
H 4.058 2.633 -21.042 0.25
H 7.440 -4.983 -17.186 0.26
P 10.311 -3.090 -19.595 0.69
H -2.859 -0.375 -21.000 0.35
C 11.562 -6.609 -19.538 -1.07
C 5.011 -1.537 -15.414 -1.10
O 0.722 -0.696 -24.745 -0.37
H 1.265 -7.407 -19.146 0.23
H 1.754 -9.494 -17.416 0.34
H 2.713 -3.857 -16.568 -0.02
H 3.293 -2.617 -24.837 0.39
H 3.541 4.416 -18.582 0.30
O 1.477 -2.122 -19.744 -0.20
H -1.051 -4.606 -22.088 0.24
H 2.606 3.563 -20.546 0.24
H -0.273 -7.401 -19.387 0.31
H 8.794 -1.598 -21.290 0.47
O -1.386 -0.151 -23.261 -0.35
H -0.686 -6.249 -22.655 0.44
H 4.843 -3.346 -22.487 0.24
H 6.775 -6.147 -18.303 0.41
C 4.806 -5.445 -14.568 -0.42
C -2.850 -1.302 -21.573 -1.39
H 2.746 -0.463 -24.068 0.13
C 10.536 -1.760 -22.823 -1.35
C 7.148 -5.125 -18.226 -1.17
O 1.132 0.420 -22.510 0.24
H 0.612 -9.085 -19.364 0.44
P 4.046 2.041 -16.926 0.30
C 9.443 -2.270 -21.852 -0.27
H 1.724 -2.916 -25.429 0.32
O 10.727 -1.711 -19.241 -0.72
H 2.512 -0.624 -25.776 0.41
H 4.046 4.434 -20.851 0.48
H 5.742 -1.555 -20.188 0.21
O 2.577 -7.144 -16.106 -0.25
C -0.416 3.352 -22.531 -0.75
H 1.216 -5.602 -16.298 0.49
O 2.815 -4.278 -19.392 -0.74
H -2.909 -2.171 -20.917 0.33
C 4.721 -3.111 -21.429 -0.41
C 0.985 -9.006 -16.817 -0.47
H 0.724 3.210 -14.518 0.35
H -0.073 4.365 -22.325 0.36
H -0.716 -1.609 -22.158 -0.41
H 5.724 -5.199 -15.101 0.17
H 1.932 -2.625 -23.617 -0.06
H 2.137 -6.005 -17.754 -0.13
H 10.490 -6.807 -19.544 0.20
O 1.374 -3.925 -21.628 -0.14
H 4.374 0.375 -14.695 0.35
P 2.358 -3.315 -20.448 0.58
C 1.579 -8.102 -15.712 -0.72
H 4.119 -4.963 -17.031 0.07
C 1.701 0.148 -19.223 -0.36
H 5.534 -2.139 -16.157 0.33
H 6.263 -4.520 -18.424 0.06
H -3.784 -1.065 -22.081 0.39
O 3.625 -4.752 -15.059 -0.23
O 3.556 -2.469 -21.257 0.11
C 3.227 -4.807 -16.424 0.57
C 4.033 3.549 -19.023 -0.23
H -0.128 2.673 -21.729 0.00
O 4.902 3.058 -16.214 -0.81
H 9.154 -5.629 -18.537 0.12
C 0.890 -5.216 -21.557 0.02
H -0.120 -4.689 -23.480 0.29
H 2.089 0.993 -18.655 -0.54
H 0.622 0.294 -19.279 0.41
H 0.434 -9.839 -16.381 0.40
H -1.912 -2.072 -23.377 0.29
O 3.778 2.299 -18.478 0.11
H 0.778 -7.419 -15.431 0.41
C 2.195 -5.902 -16.671 -0.07
H 5.086 3.724 -18.801 0.32
C 0.553 2.834 -15.527 -1.50
H 11.269 -5.260 -20.998 0.19
H 0.123 1.832 -15.522 0.32
H 1.848 -8.541 -14.751 0.47


Record 7
38
Properties=species:S:1:pos:R:3:nbo_charge:R:1 method="wB97M-V/def2-TZVPD" e_tot_ha=-1606.3305 multiplicity=4 e_lumo_ha="-0.183 / -0.203" fmax_ev_per_a=0.5 homo_energy_ha="-0.4311 / -0.4392" homo_lumo_gap_ev="6.74 / 6.44" total_charge=+1
C 0.586 4.557 -0.371 -0.13
N 0.658 0.913 0.211 -0.51
H -4.020 0.057 1.839 0.22
H 0.004 -4.599 -2.315 0.24
C 2.428 -3.687 -1.962 -0.66
C -3.039 0.006 2.293 -0.18
C 0.786 3.821 -2.479 0.06
H 0.462 -0.167 3.904 0.22
Tc 0.820 0.671 -1.766 1.03
H 0.663 -1.113 0.660 0.22
H 0.700 5.978 -2.079 0.25
H -1.288 -3.777 -1.440 0.24
S -0.615 -0.960 -2.369 0.14
C 1.570 -2.451 -2.058 -0.17
H 2.144 -4.292 -1.100 0.24
C -1.653 -0.080 4.256 -0.19
C 0.693 4.967 -1.707 -0.30
S 2.394 -0.931 -2.024 0.15
H 2.327 -4.302 -2.857 0.24
H 0.463 2.388 1.655 0.24
C -0.521 -0.122 3.450 -0.23
H -1.226 -3.695 -3.199 0.24
C -2.911 -0.014 3.678 -0.20
C 0.596 -0.178 1.214 -0.26
C 0.228 -2.464 -2.208 -0.17
H 0.875 3.739 -3.551 0.23
C -0.644 -0.108 2.066 0.01
C -1.911 -0.044 1.491 -0.25
C 0.578 2.171 0.596 0.20
H 3.479 -3.427 -1.854 0.24
H -3.793 0.021 4.303 0.23
H 0.493 5.188 0.500 0.25
H -2.021 -0.037 0.412 0.21
N 0.746 2.713 -1.692 -0.63
C 0.626 3.170 -0.376 -0.04
H -1.548 -0.095 5.333 0.23
C -0.615 -3.705 -2.296 -0.66
H 1.488 -0.113 1.840 0.22